Formula: C5H12OS
Source: the Open Molecules 2025 dataset
Level of theory: ωB97M-V/def2-TZVPD

XYZ file:
```
19
Properties=species:S:1:pos:R:3:forces:R:3:lowdin_charge:R:1
C -2.493 0.180 0.577 0.57 0.66 0.47 -0.37
S -1.199 1.244 1.338 -0.73 0.40 -0.25 0.81
C 0.170 0.124 1.516 1.03 -0.72 -0.26 -0.53
C 1.412 0.509 0.683 -0.86 -0.07 -0.03 -0.26
C 1.118 0.685 -0.800 0.56 0.13 -0.82 -0.21
C 0.534 -0.518 -1.594 0.28 0.65 0.89 -0.24
O 0.865 -1.706 -0.894 0.51 0.48 0.69 -0.07
H -2.007 -0.667 0.105 -0.13 -0.16 0.00 0.02
H -3.013 0.774 -0.168 -0.09 -0.04 -0.04 0.03
H -3.165 -0.104 1.379 -0.19 -0.33 -0.19 0.02
H -0.132 -0.867 1.183 -0.17 -0.04 0.17 0.06
H 0.453 0.056 2.566 -0.07 -0.01 0.03 0.07
H 2.171 -0.262 0.766 0.09 -0.11 0.39 0.11
H 1.793 1.445 1.096 0.26 0.04 -0.19 0.11
H 0.503 1.572 -0.950 -0.20 -0.11 -0.08 0.09
H 2.064 0.902 -1.310 0.04 0.18 0.30 0.10
H 1.039 -0.513 -2.557 -0.34 -0.08 -0.35 0.11
H -0.544 -0.381 -1.705 -0.06 -0.26 -0.12 0.10
H 0.430 -2.471 -1.232 -0.52 -0.60 -0.61 0.08
```
Forces are in eV/Å.

**E_HOMO**: -8.312 eV
**Energy**: -18261.7903 eV
**Relative energy (zero: lowest compared OMol25 entry of this formula, charge and spin)**: 0.6756 eV
**Structure (SMILES)**: CSCCCCO